No. 1
Density functional theory data (wB97M-V/def2-TZVPD) for C12H14S in the gas phase at a distorted geometry.

Properties
- total charge = 0
- HOMO level (Ha) = -0.31061
- structure (SMILES) = CC(S)(C1C=CC=C1)C1C=CC=C1

Each line ends with the Löwdin charge.
Element x y z (Å)
C  -0.4565  -0.8027  1.7456  -0.110
C  -0.0305  -0.6168  0.3038  -0.643
S  0.4544  -2.1124  -0.5593  0.862
C  1.3053  0.6910  0.2144  -0.208
C  1.7806  0.9502  -1.2065  -0.077
C  3.0901  0.8360  -1.2038  -0.127
C  3.6000  0.3789  0.0577  -0.056
C  2.4950  0.1974  0.8892  -0.090
C  -1.1423  -0.0921  -0.6634  -0.375
C  -1.8248  1.2352  -0.2748  -0.028
C  -3.1418  1.0579  -0.1174  -0.099
C  -3.5150  -0.2673  -0.4507  -0.083
C  -2.3727  -0.8677  -0.8738  -0.112
H  -1.5094  -1.3086  1.6643  0.111
H  0.0665  -1.6754  2.4054  0.124
H  -0.4512  0.1207  2.3119  0.070
H  1.3634  -2.4999  0.2000  -0.188
H  0.7750  1.5020  0.6871  0.122
H  1.1712  1.2614  -2.0288  0.103
H  3.7428  1.1457  -1.9855  0.097
H  4.6643  0.0673  0.1660  0.113
H  2.6369  -0.2912  1.8005  0.085
H  -0.6675  0.0817  -1.5420  0.085
H  -1.1815  2.0168  0.0007  0.084
H  -3.9184  1.7529  0.1751  0.104
H  -4.4677  -0.7903  -0.5421  0.110
H  -2.4662  -1.9709  -1.1733  0.125


No. 2
Density functional theory data (wB97M-V/def2-TZVPD) for C12H15AlBrN5O2SSbSe4 as an isolated structure.

Properties
- spin multiplicity = 2
- total charge = -2
- HOMO level (alpha / beta) (Ha) = -0.02005 / -0.04895
- expectation value of S² = 0.767

Each line ends with the Löwdin charge.
Element x y z (Å)
Al  -0.6849  -1.1813  0.8643  -0.348
C  0.4677  1.0328  4.6957  -0.046
N  1.1256  -0.2433  4.4665  -0.130
C  2.3095  -0.5505  5.2510  -0.075
C  0.7601  -0.9792  3.3965  -0.411
N  -0.3461  -0.7934  2.7480  0.152
N  1.6796  -1.9248  2.9976  0.100
C  1.4355  -2.8304  1.9808  -0.568
N  2.5902  -3.3851  1.4929  0.132
N  0.2391  -3.0792  1.5614  0.109
H  1.1274  1.6553  5.2965  0.087
H  -0.4809  0.9113  5.2298  0.091
H  0.2814  1.5454  3.7490  0.037
H  2.1386  -0.2114  6.2738  0.079
H  3.2014  -0.0721  4.8375  0.041
H  2.4767  -1.6253  5.2674  0.085
H  -0.9345  -0.0634  3.1275  0.077
H  2.6423  -1.5130  2.9253  -0.063
H  3.3875  -2.7483  1.6037  -0.001
H  2.4826  -3.6202  0.5148  0.078
H  0.2623  -3.7540  0.8028  0.077
Se  3.4463  2.3417  -1.0462  -0.373
Sb  2.3378  0.9115  0.5703  -0.005
Se  1.1415  -0.9869  -0.7204  0.160
Se  -0.4831  2.1229  0.9735  0.382
Se  4.2071  -0.2460  1.9778  -0.197
S  -3.1994  0.8314  0.3129  0.445
C  -1.6025  0.6344  0.6667  -1.319
Br  -3.2741  -2.1377  -2.4798  0.807
C  -4.4195  -3.0577  -1.2874  -0.587
C  -5.5245  -3.6711  -1.8727  -0.158
C  -6.4447  -4.3556  -1.0993  -0.111
C  -6.2713  -4.4208  0.2764  -0.099
C  -5.1782  -3.7992  0.8507  -0.027
C  -4.2264  -3.1161  0.0927  -0.130
C  -3.0772  -2.5059  0.8830  -0.599
O  -3.2209  -2.3350  2.0829  0.044
O  -2.0058  -2.2713  0.2097  -0.111
H  -5.6534  -3.5979  -2.9440  0.081
H  -7.2972  -4.8284  -1.5724  0.092
H  -6.9864  -4.9473  0.8968  0.091
H  -5.0222  -3.8112  1.9210  0.113


No. 3
Density functional theory data (wB97M-V/def2-TZVPD) for C12H15As2F12K3N3 as an isolated structure at a distorted geometry.

Properties
- spin multiplicity = 2
- total charge = 0
- HOMO level (alpha / beta) (Ha) = -0.16979 / -0.28684
- expectation value of S² = 0.750

Each line ends with the Löwdin charge.
Element x y z (Å)
K  4.0935  -28.0888  -10.2871  0.573
K  5.7354  -30.7530  -8.2542  0.497
K  4.0460  -25.0930  -6.7472  0.800
As  1.4869  -24.7434  -9.2710  1.026
F  1.7581  -23.4744  -10.5988  -0.292
F  0.8378  -25.8653  -10.5035  -0.277
F  1.2200  -25.9304  -7.8823  -0.331
F  2.2236  -23.5473  -8.0767  -0.362
F  -0.1819  -23.9826  -8.9246  -0.303
F  3.0773  -25.6050  -9.4210  -0.395
As  7.4543  -26.7600  -9.4433  0.892
F  6.9567  -28.3166  -8.6625  -0.392
F  5.9328  -25.8993  -8.8641  -0.353
F  7.9656  -25.2276  -10.1056  -0.239
F  8.9482  -27.4816  -9.9229  -0.229
F  6.5163  -27.2148  -10.9250  -0.346
F  8.1948  -26.3730  -7.8685  -0.270
N  7.7329  -24.3687  -5.3568  0.050
C  7.3222  -25.6571  -4.9914  -0.112
C  6.1588  -25.5566  -4.2119  -0.171
C  5.8401  -24.2787  -4.2064  -0.203
C  6.6421  -23.5457  -5.1114  -0.110
H  8.4853  -24.1618  -5.9980  0.151
H  7.9526  -26.5311  -5.0633  0.107
H  5.5258  -26.3688  -3.8861  0.109
H  4.9630  -23.9880  -3.6473  0.106
H  6.6100  -22.5140  -5.4294  0.109
N  6.5207  -23.3534  -12.7163  0.005
C  6.0182  -22.5701  -13.7462  -0.151
C  4.8883  -21.9211  -13.3171  -0.114
C  4.8153  -22.1440  -11.9382  -0.128
C  5.7836  -23.0451  -11.5627  -0.116
H  7.3471  -23.9277  -12.8022  0.135
H  6.3975  -22.8469  -14.7188  0.099
H  4.2322  -21.3025  -13.9114  0.094
H  4.0576  -21.7801  -11.2601  0.090
H  6.1172  -23.5369  -10.6608  0.084
N  9.4781  -30.1527  -9.1097  0.038
C  9.9070  -31.3931  -9.4498  -0.148
C  9.8839  -32.1969  -8.3639  -0.105
C  9.2898  -31.4489  -7.3133  -0.117
C  8.9807  -30.2682  -7.8520  -0.232
H  9.5844  -29.3542  -9.7189  0.124
H  10.3572  -31.5414  -10.4202  0.115
H  10.2643  -33.2011  -8.2488  0.096
H  9.1660  -31.6632  -6.2620  0.101
H  8.5132  -29.3641  -7.4908  0.093


No. 4
Density functional theory data (wB97M-V/def2-TZVPD) for C12H15BBeF10N6O4S2 as an isolated structure at a distorted geometry.

Properties
- total charge = 0
- HOMO level (Ha) = -0.38607

Each line ends with the Löwdin charge.
Element x y z (Å)
Be  0.8113  0.2735  0.2750  0.812
B  3.0072  0.8811  1.7241  -1.323
F  1.8346  1.1060  2.4674  0.095
F  4.1785  1.2573  2.3637  0.141
F  3.0002  -0.4873  1.3793  0.080
F  2.9329  1.5565  0.4930  0.095
C  -3.5102  1.0844  -0.0416  -0.655
F  -4.6928  1.4196  -0.4780  0.184
F  -3.0312  2.0315  0.7707  0.110
F  -3.5196  -0.0185  0.7144  0.112
S  -2.2749  0.8937  -1.5202  0.684
O  -3.0312  0.4506  -2.6766  -0.280
O  -1.6477  2.1889  -1.7279  -0.318
N  -1.1306  -0.2418  -0.8321  -0.294
S  -1.5778  -1.7190  -1.3359  0.585
O  -0.6029  -2.5808  -0.6990  -0.355
O  -2.9731  -2.0784  -1.2193  -0.276
C  -1.1128  -1.8301  -3.1768  -0.664
F  -2.1312  -1.7565  -4.0106  0.159
F  -0.2162  -0.8679  -3.4304  0.112
F  -0.4876  -2.9894  -3.3609  0.130
C  1.2547  -4.1766  3.0201  -0.041
C  0.8762  -2.9687  2.2904  -0.205
N  0.6025  -2.0135  1.7253  0.193
H  0.8650  -5.0045  2.4247  0.086
H  0.8382  -4.2176  4.0239  0.083
H  2.3263  -4.3478  3.1015  0.088
C  -2.3975  -0.8572  3.6520  -0.037
C  -1.5309  0.0730  2.9102  -0.243
N  -0.9017  0.8257  2.3172  0.163
H  -1.7681  -1.5426  4.2137  0.079
H  -3.0453  -1.4045  2.9685  0.082
H  -3.0683  -0.2637  4.2717  0.088
C  2.3272  -4.0395  -1.5697  -0.036
C  2.2097  -2.6023  -1.3366  -0.231
N  2.0569  -1.4913  -1.1176  0.190
H  1.3350  -4.4621  -1.4177  0.083
H  3.0819  -4.4760  -0.9190  0.085
H  2.6453  -4.2099  -2.5977  0.088
C  2.0834  3.7681  -2.8804  -0.039
C  1.7675  2.4618  -2.3550  -0.241
N  1.5042  1.4457  -1.9023  0.170
H  2.3137  3.6951  -3.9410  0.089
H  2.9441  4.1128  -2.3038  0.095
H  1.2937  4.4947  -2.6977  0.083
C  -0.7502  5.2167  0.4359  -0.039
C  -0.1785  3.8850  0.3691  -0.219
N  0.2516  2.8279  0.3096  0.191
H  -1.0615  5.5771  -0.5449  0.087
H  -0.0661  5.9801  0.8020  0.087
H  -1.6341  5.1410  1.0692  0.090


No. 5
Density functional theory data (wB97M-V/def2-TZVPD) for a 2-piece molecular cluster, C12H15BF7N3O9S2 overall.

Properties
- total charge = 0
- HOMO level (Ha) = -0.33373

Each line ends with the Löwdin charge.
Element x y z (Å)
C  -1.4163  -0.5632  3.2231  0.092
C  -0.2243  0.0017  3.2985  -0.181
N  0.7580  -0.2208  2.2394  -0.106
C  1.3596  0.9499  1.7039  -0.347
N  2.6049  1.4849  2.0259  -0.307
S  2.7884  1.9083  3.6938  0.866
N  0.6187  1.6165  0.8731  -0.017
O  1.0395  2.7976  0.3536  0.117
C  -0.7654  1.3454  0.4666  -0.060
C  -0.8605  0.4048  -0.7284  -0.100
C  -2.3197  0.0603  -0.9724  -0.126
O  -2.6483  -1.2152  -0.3787  -0.020
C  -3.8447  -1.2941  0.2590  -0.542
C  -4.6951  -2.4311  -0.1993  0.028
O  -4.1252  -0.5290  1.1408  0.106
S  1.7635  -1.5671  2.5375  0.758
O  3.0208  -1.1848  3.0934  -0.270
O  0.9302  -2.5477  3.1359  -0.203
C  2.1173  -2.2508  0.8252  -0.463
F  0.9607  -2.4313  0.2126  0.154
F  2.6688  -3.4222  1.1191  0.151
C  3.0936  -1.4676  -0.1231  -0.569
F  3.9769  -0.7520  0.5868  0.152
F  3.7493  -2.3063  -0.8845  0.231
F  2.4030  -0.6194  -0.8730  0.192
H  -2.1435  -0.3944  4.0081  0.093
H  -1.6991  -1.1951  2.3901  0.083
H  0.1055  0.5950  4.1439  0.104
H  3.3812  0.9495  1.6591  0.079
H  3.4027  0.7901  4.0929  -0.130
H  1.8170  2.6362  -0.2158  0.154
H  -1.1404  2.3357  0.2059  0.156
H  -1.3426  0.9664  1.3079  0.110
H  -0.3206  -0.5110  -0.5151  0.105
H  -0.4552  0.8572  -1.6232  0.095
H  -2.4618  0.0104  -2.0520  0.117
H  -2.9559  0.8278  -0.5278  0.132
H  -4.3237  -3.3550  0.2510  0.098
H  -4.6577  -2.5385  -1.2809  0.094
H  -5.7142  -2.2619  0.1436  0.092
B  1.3948  2.3392  -3.6894  -1.048
O  0.0099  1.8976  -3.2795  0.150
C  -0.5127  1.1222  -4.2114  -0.391
O  -1.5563  0.5250  -4.1274  0.124
C  0.5052  1.0273  -5.3766  -0.412
O  0.3455  0.3871  -6.3740  0.146
O  1.5671  1.7241  -5.0357  0.217
F  2.3229  1.7928  -2.7893  0.120
F  1.4785  3.7056  -3.7333  0.176


No. 6
Density functional theory data (wB97M-V/def2-TZVPD) for C12H15BrClNO3 in the gas phase.

Properties
- total charge = 0
- HOMO level (Ha) = -0.31959
- structure (SMILES) = COCCCNC(=O)COc1ccc(Br)cc1Cl

Each line ends with the Löwdin charge.
Element x y z (Å)
C  -3.4756  3.0258  -3.0262  -0.104
O  -2.8059  3.5352  -1.9001  -0.210
C  -3.6470  3.8944  -0.8234  -0.214
C  -4.0959  2.7035  0.0346  -0.145
C  -2.9575  2.1769  0.9138  -0.167
N  -1.7688  1.9125  0.1399  0.080
C  -0.6939  2.7198  0.1889  -0.505
O  -0.5075  3.5739  1.0283  0.068
C  0.3188  2.4433  -0.9287  -0.082
O  0.3176  1.1063  -1.3806  -0.081
C  0.7719  0.1407  -0.5440  -0.295
C  1.2262  0.3481  0.7545  0.004
C  1.6770  -0.7119  1.5223  -0.115
C  1.6724  -1.9896  0.9952  -0.690
Br  2.2885  -3.4465  2.0464  0.730
C  1.2175  -2.2314  -0.2913  -0.148
C  0.7698  -1.1681  -1.0495  -0.584
Cl  0.1881  -1.4364  -2.6500  0.727
H  -4.2125  3.7437  -3.4062  0.090
H  -2.7140  2.8554  -3.7849  0.091
H  -3.9865  2.0790  -2.8159  0.083
H  -4.5280  4.4301  -1.2037  0.120
H  -3.0543  4.5806  -0.2125  0.129
H  -4.9204  3.0172  0.6749  0.115
H  -4.4591  1.9038  -0.6146  0.104
H  -3.2712  1.2611  1.4256  0.121
H  -2.6786  2.9252  1.6595  0.123
H  -1.8715  1.3251  -0.6751  0.150
H  0.0122  3.0394  -1.7939  0.141
H  1.3164  2.7658  -0.6111  0.141
H  1.2236  1.3367  1.1836  0.116
H  2.0271  -0.5380  2.5275  0.106
H  1.2093  -3.2291  -0.6999  0.103


Number 1: electronic energy -863.6821 Ha. Number 2: electronic energy -13951.4628 Ha. Number 3: electronic energy -8100.5264 Ha. Number 4: electronic energy -2930.5142 Ha. Number 5: electronic energy -2828.0488 Ha. Number 6: electronic energy -3780.9441 Ha.